[1]
Below is a cluster of 12 separate species, C48H132N12O12 in total at a distorted geometry, with properties calculated with ωB97M-V with the def2-TZVPD basis set.

As for the relative energy (zero: lowest compared OMol25 entry of this formula, charge and spin): 3.798 eV. For the HOMO energy, the calculation gives -8.43 eV. Its SMILES is COC[C@H](C)N.COC[C@H](C)N.COC[C@H](C)N.COC[C@H](C)N.COC[C@H](C)N.COC[C@H](C)N.COC[C@H](C)N.COC[C@H](C)N.COC[C@H](C)N.COC[C@H](C)N.COC[C@H](C)N.COC[C@H](C)N.

The geometry in ORCA input format:
```
! wB97M-V def2-TZVPD RIJCOSX def2/J DEFGRID3
* xyz 0 1
C -0.372 -4.494 0.836
O 0.367 -3.518 0.097
C 0.377 -3.720 -1.335
C 0.652 -5.144 -1.751
C 2.070 -5.569 -1.350
N 0.470 -5.343 -3.191
H -1.389 -4.541 0.438
H -0.380 -4.183 1.879
H 0.094 -5.480 0.796
H -0.598 -3.362 -1.682
H 1.134 -2.995 -1.637
H -0.068 -5.811 -1.275
H 2.146 -6.649 -1.494
H 2.284 -5.345 -0.298
H 2.894 -5.083 -1.872
H 1.225 -4.919 -3.719
H 0.545 -6.337 -3.372
C -8.283 1.835 -3.138
O -7.591 2.259 -1.981
C -7.613 1.259 -0.978
C -6.571 1.592 0.089
C -5.170 1.563 -0.468
N -6.720 0.623 1.191
H -7.818 0.922 -3.527
H -8.208 2.557 -3.949
H -9.329 1.667 -2.864
H -8.616 1.179 -0.551
H -7.350 0.267 -1.372
H -6.825 2.554 0.541
H -4.646 0.605 -0.506
H -4.474 2.159 0.139
H -5.152 2.071 -1.438
H -5.971 0.845 1.842
H -6.507 -0.292 0.801
C -4.479 1.581 -6.397
O -3.862 1.819 -5.143
C -3.000 2.943 -5.161
C -1.690 2.701 -5.929
C -0.893 1.458 -5.451
N -0.796 3.818 -5.619
H -4.739 0.521 -6.437
H -3.807 1.707 -7.246
H -5.389 2.175 -6.505
H -3.539 3.819 -5.553
H -2.775 3.235 -4.133
H -1.942 2.503 -6.977
H -0.403 1.604 -4.490
H -0.084 1.348 -6.180
H -1.466 0.530 -5.484
H 0.010 3.723 -6.237
H -1.261 4.639 -6.020
C -1.638 1.569 -1.822
O -1.133 1.533 -0.511
C -1.283 0.203 -0.020
C -0.625 0.036 1.338
C 0.921 -0.008 1.282
N -1.061 -1.270 1.855
H -1.660 2.601 -2.176
H -2.671 1.200 -1.885
H -1.121 0.980 -2.589
H -2.353 0.055 0.171
H -0.926 -0.554 -0.727
H -0.979 0.835 1.995
H 1.318 -0.102 2.292
H 1.390 0.865 0.815
H 1.221 -0.863 0.672
H -0.664 -1.496 2.776
H -0.547 -1.958 1.305
C 5.525 -3.442 -2.875
O 4.877 -3.004 -1.695
C 5.719 -2.257 -0.830
C 5.106 -2.142 0.573
C 3.733 -1.503 0.650
N 6.092 -1.459 1.394
H 6.405 -2.879 -3.198
H 4.815 -3.363 -3.699
H 5.830 -4.478 -2.702
H 6.688 -2.748 -0.704
H 5.865 -1.275 -1.300
H 5.048 -3.180 0.922
H 2.976 -2.153 0.194
H 3.677 -0.590 0.047
H 3.329 -1.288 1.641
H 5.715 -1.345 2.332
H 6.166 -0.478 1.075
C 7.933 -2.113 3.103
O 6.718 -2.011 3.830
C 6.168 -0.713 3.837
C 4.775 -0.821 4.474
C 3.905 0.392 4.207
N 4.805 -1.022 5.936
H 7.715 -1.939 2.048
H 8.367 -3.094 3.286
H 8.640 -1.397 3.541
H 6.812 -0.069 4.448
H 6.031 -0.329 2.820
H 4.355 -1.702 3.968
H 3.561 0.434 3.168
H 4.519 1.273 4.403
H 2.989 0.391 4.793
H 3.886 -1.396 6.183
H 5.496 -1.728 6.173
C -4.153 -1.215 -3.238
O -4.238 -2.571 -2.877
C -3.198 -3.340 -3.431
C -3.378 -4.806 -3.029
C -2.858 -5.094 -1.631
N -2.735 -5.718 -3.983
H -3.874 -1.102 -4.292
H -3.453 -0.621 -2.641
H -5.159 -0.805 -3.132
H -3.287 -3.298 -4.529
H -2.182 -2.968 -3.254
H -4.457 -5.003 -3.059
H -2.950 -6.176 -1.483
H -3.352 -4.564 -0.819
H -1.778 -4.936 -1.558
H -3.270 -5.643 -4.843
H -2.885 -6.654 -3.623
C 2.575 -2.095 8.273
O 2.138 -1.419 7.097
C 1.209 -2.231 6.397
C 0.853 -1.688 5.010
C 0.195 -0.309 5.085
N -0.132 -2.560 4.358
H 3.252 -1.398 8.765
H 3.138 -3.000 8.032
H 1.765 -2.347 8.959
H 1.581 -3.258 6.330
H 0.252 -2.209 6.934
H 1.715 -1.597 4.343
H -0.079 0.070 4.103
H 0.927 0.393 5.491
H -0.697 -0.266 5.714
H 0.129 -3.542 4.384
H -0.997 -2.507 4.894
C 8.324 4.005 -1.702
O 7.561 2.943 -1.145
C 6.508 3.400 -0.320
C 5.646 2.220 0.175
C 4.424 2.691 0.952
N 6.490 1.393 1.046
H 8.873 3.632 -2.560
H 8.980 4.449 -0.950
H 7.609 4.768 -2.028
H 6.899 4.012 0.501
H 5.891 4.088 -0.916
H 5.271 1.648 -0.676
H 4.673 3.274 1.842
H 3.723 1.893 1.192
H 3.871 3.397 0.323
H 7.334 1.083 0.570
H 6.827 2.012 1.779
C -1.705 4.555 2.025
O -2.616 5.239 1.191
C -2.366 4.945 -0.163
C -3.445 5.546 -1.055
C -4.835 5.440 -0.384
N -3.575 4.818 -2.324
H -0.651 4.835 1.932
H -1.780 3.469 1.915
H -1.966 4.829 3.048
H -1.385 5.233 -0.555
H -2.435 3.850 -0.255
H -3.183 6.576 -1.299
H -5.679 5.708 -1.021
H -4.887 6.094 0.492
H -5.047 4.442 0.004
H -4.363 5.194 -2.850
H -4.023 3.910 -2.170
C 3.267 -0.444 -2.827
O 2.738 0.804 -3.218
C 2.318 1.602 -2.130
C 1.455 2.738 -2.618
C 2.274 3.758 -3.420
N 0.939 3.499 -1.461
H 4.165 -0.282 -2.224
H 3.615 -0.956 -3.724
H 2.467 -1.008 -2.341
H 1.734 1.005 -1.414
H 3.178 1.945 -1.543
H 0.571 2.419 -3.172
H 2.696 3.350 -4.344
H 3.128 4.016 -2.789
H 1.774 4.668 -3.752
H 0.301 2.872 -0.965
H 0.288 4.205 -1.794
C -4.667 2.259 3.608
O -5.180 0.947 3.660
C -4.161 -0.025 3.775
C -4.680 -1.397 3.321
C -5.846 -1.886 4.187
N -3.634 -2.394 3.288
H -4.124 2.558 4.508
H -5.529 2.925 3.523
H -4.094 2.463 2.697
H -3.226 0.187 3.242
H -3.908 -0.089 4.842
H -5.125 -1.232 2.326
H -5.488 -2.061 5.203
H -6.266 -2.830 3.827
H -6.709 -1.218 4.162
H -3.919 -3.097 2.616
H -2.853 -1.905 2.840
*
```

=====

[2]
Below is a cluster of 15 separate species, C48H135N9O15 in total at a distorted geometry, with properties calculated with ωB97M-V with the def2-TZVPD basis set.

As for the relative energy (zero: lowest compared OMol25 entry of this formula, charge and spin): 5.459 eV. For the HOMO energy, the calculation gives -8.84 eV.

The geometry in ORCA input format:
```
! wB97M-V def2-TZVPD RIJCOSX def2/J DEFGRID3
* xyz 0 1
C -0.791 -2.604 6.862
C -0.235 -3.051 8.224
C -1.294 -3.844 9.007
O -0.725 -4.254 10.274
C -1.518 -5.292 10.819
N 0.902 -3.951 7.924
H -1.211 -3.330 6.166
H -0.050 -1.936 6.423
H -1.558 -1.874 7.119
H 0.027 -2.142 8.765
H -1.536 -4.770 8.485
H -2.194 -3.264 9.207
H -2.556 -4.958 10.810
H -1.215 -5.597 11.820
H -1.339 -6.139 10.157
H 1.302 -4.359 8.756
H 0.374 -4.728 7.552
C -0.376 1.366 -9.272
C 0.333 2.453 -8.497
C 0.609 2.157 -7.091
O 1.065 3.308 -6.470
C 0.936 3.280 -5.009
N 1.568 2.759 -9.270
H -0.579 1.672 -10.298
H -1.365 1.222 -8.837
H 0.317 0.524 -9.245
H -0.166 3.420 -8.569
H 1.389 1.395 -7.094
H -0.350 1.916 -6.634
H 1.698 2.629 -4.582
H -0.070 3.052 -4.656
H 1.312 4.222 -4.609
H 2.201 3.324 -8.722
H 2.037 1.884 -9.456
C 7.818 2.460 -0.153
C 7.327 1.033 -0.723
C 5.907 0.568 -0.208
O 5.421 -0.563 -0.880
C 5.759 -1.847 -0.297
N 7.276 1.063 -2.200
H 8.879 2.430 -0.401
H 7.611 2.702 0.889
H 7.400 3.334 -0.653
H 8.051 0.265 -0.452
H 5.175 1.368 -0.324
H 6.121 0.299 0.827
H 6.810 -1.815 -0.007
H 5.488 -2.729 -0.878
H 5.213 -1.894 0.645
H 6.735 0.269 -2.509
H 8.104 0.961 -2.769
C 0.000 3.175 4.296
C 0.568 4.386 3.524
C -0.111 4.402 2.095
O -1.561 4.395 2.168
C -2.049 3.260 1.539
N 0.408 5.577 4.382
H -0.202 2.260 3.740
H -0.971 3.498 4.671
H 0.579 2.877 5.170
H 1.638 4.216 3.411
H 0.287 3.563 1.524
H 0.237 5.316 1.613
H -1.803 3.294 0.478
H -3.139 3.279 1.548
H -1.920 2.288 2.015
H 0.821 5.467 5.297
H 0.889 6.304 3.873
C -4.210 1.251 -6.516
C -3.622 0.540 -5.269
C -2.184 0.005 -5.365
O -1.894 -0.909 -6.349
C -0.629 -1.469 -6.334
N -3.744 1.574 -4.171
H -5.287 1.414 -6.464
H -3.946 0.673 -7.401
H -3.964 2.288 -6.746
H -4.320 -0.212 -4.901
H -2.031 -0.433 -4.379
H -1.628 0.943 -5.379
H -0.430 -2.154 -5.509
H 0.043 -0.623 -6.184
H -0.350 -1.951 -7.270
H -4.650 1.995 -4.323
H -3.590 1.057 -3.317
C 3.483 -1.750 3.914
C 3.785 -0.338 4.510
C 4.050 0.717 3.408
O 4.494 1.961 3.967
C 4.869 2.985 2.999
N 2.663 -0.050 5.339
H 4.190 -2.248 3.251
H 2.705 -1.600 3.167
H 3.210 -2.460 4.695
H 4.674 -0.350 5.141
H 3.183 0.980 2.801
H 4.728 0.224 2.712
H 3.995 3.214 2.390
H 5.780 2.647 2.505
H 5.032 3.939 3.500
H 2.631 0.929 5.586
H 2.609 -0.542 6.220
C 0.490 -1.352 1.086
C 0.885 -0.364 -0.020
C 0.032 0.864 0.001
O 0.115 1.672 -1.109
C -0.331 1.182 -2.324
N 2.304 -0.131 0.230
H -0.522 -1.727 0.929
H 0.571 -0.876 2.063
H 1.171 -2.203 1.076
H 0.756 -0.915 -0.952
H 0.497 1.501 0.755
H -1.036 0.722 0.165
H 0.082 1.718 -3.178
H -1.398 1.388 -2.241
H -0.180 0.139 -2.604
H 2.733 0.664 -0.223
H 2.904 -0.938 0.144
C -4.509 -1.366 -0.103
C -5.132 -0.107 0.611
C -4.235 0.486 1.692
O -3.871 -0.433 2.808
C -2.629 -0.070 3.373
N -5.677 0.874 -0.304
H -4.354 -2.214 0.563
H -3.560 -1.139 -0.588
H -5.162 -1.706 -0.907
H -5.939 -0.580 1.172
H -4.767 1.378 2.024
H -3.351 0.870 1.184
H -2.250 -0.701 4.177
H -2.607 0.916 3.836
H -1.796 -0.111 2.671
H -4.988 1.023 -1.028
H -6.518 0.542 -0.753
C -6.288 -5.296 2.450
C -5.866 -4.634 1.067
C -4.354 -4.891 0.737
O -3.498 -4.490 1.838
C -2.222 -5.039 1.669
N -6.731 -5.010 -0.064
H -7.347 -5.169 2.671
H -5.666 -4.998 3.294
H -6.163 -6.375 2.352
H -5.925 -3.555 1.207
H -4.059 -4.160 -0.016
H -4.169 -5.918 0.425
H -2.184 -6.124 1.759
H -1.497 -4.664 2.391
H -1.904 -4.800 0.654
H -7.085 -5.924 0.178
H -7.556 -4.474 0.165
C 1.137 -3.580 -1.957
C 2.468 -3.919 -1.243
O 2.341 -5.151 -0.425
H 1.107 -2.543 -2.291
H 0.278 -3.470 -1.295
H 0.835 -4.338 -2.679
H 2.757 -3.150 -0.526
H 3.334 -4.005 -1.900
H 2.240 -6.001 -0.860
C 3.895 4.616 -0.405
C 2.610 3.982 -1.016
O 2.617 2.577 -0.742
H 4.802 4.070 -0.666
H 3.989 4.660 0.680
H 4.095 5.615 -0.792
H 2.652 4.044 -2.103
H 1.756 4.526 -0.613
H 1.748 2.225 -0.948
C 1.747 -6.686 3.623
C 1.616 -7.113 5.092
O 0.729 -6.390 5.804
H 0.789 -6.604 3.109
H 2.336 -7.372 3.014
H 2.293 -5.751 3.500
H 2.612 -6.883 5.472
H 1.525 -8.195 5.190
H 1.106 -5.511 5.886
C -1.597 5.375 -2.484
C -0.703 6.600 -2.730
O 0.462 6.495 -2.070
H -1.156 4.435 -2.816
H -2.557 5.556 -2.968
H -1.882 5.284 -1.436
H -1.121 7.525 -2.333
H -0.537 6.717 -3.801
H 0.241 6.788 -1.183
C -6.535 3.673 -2.554
C -7.538 2.948 -3.471
O -6.845 1.888 -4.118
H -6.954 4.528 -2.024
H -5.724 4.130 -3.121
H -5.879 3.025 -1.974
H -7.920 3.592 -4.263
H -8.397 2.496 -2.975
H -7.418 1.247 -4.545
C 3.786 0.967 -3.591
C 3.151 -0.078 -4.609
O 4.087 -0.382 -5.610
H 3.946 1.958 -4.016
H 4.843 0.779 -3.406
H 3.323 1.115 -2.615
H 2.120 0.160 -4.870
H 3.003 -0.912 -3.923
H 3.826 -1.244 -5.942
*
```